Density functional theory data (the ωB97M-V functional and the def2-TZVPD basis) for a cluster of 3 separate species, C36H87N10O5P2S in total at a distorted geometry.

Structure (XYZ):
```
141
Properties=species:S:1:pos:R:3:forces:R:3
S 6.280738 0.571233 2.514964 0.9 -0.3 -0.2
P -3.634319 0.962152 1.815838 -2.9 -4.2 -2.7
P -6.791110 -1.886688 -3.502424 0.2 4.1 -4.0
O -6.115222 -1.184900 -2.349890 -0.7 -2.9 1.4
O -3.745380 0.480389 3.242053 1.8 2.8 0.3
O 5.411169 -2.791359 5.371728 0.4 -0.6 -1.4
O 2.659343 0.621666 -2.264148 0.6 0.3 0.5
O 5.259050 -4.106177 3.553219 0.1 1.0 0.0
N -0.448351 0.393736 -3.086488 0.3 0.0 0.2
N 2.320582 -1.225997 1.910714 0.8 -0.1 0.3
N -3.028931 1.822209 0.453984 1.0 1.1 1.8
N -5.468056 -2.066678 -4.573583 0.5 -0.3 0.7
N -7.876709 -0.609931 -3.955057 -0.3 0.1 -0.2
N 4.641856 -0.009017 2.083728 0.4 1.8 0.5
N -7.768943 -3.022791 -4.333792 0.3 -1.0 2.0
N 6.180456 1.120757 -0.494647 -0.2 -0.3 -0.2
N -5.258639 1.318213 1.459813 0.0 0.4 0.7
N -3.077321 -0.531396 1.108983 0.2 -0.2 -0.3
C 4.014341 3.863461 2.161648 1.0 0.2 -0.5
C -7.489126 0.391067 -4.928778 0.2 -0.2 -0.3
C 2.821221 -0.711485 0.607996 -0.9 0.5 -1.2
C -5.971373 2.253312 2.315525 0.0 -0.1 0.3
C 3.739007 0.422941 3.189976 -0.6 -0.9 0.4
C 3.570471 1.798118 0.630303 0.0 0.5 1.3
C -7.357324 -4.427218 -4.288688 0.3 0.0 -0.1
C 5.875001 5.029495 4.443710 0.2 0.4 -0.1
C 3.179107 -1.850494 -0.369549 -0.3 -0.2 0.3
C -5.419950 -1.739167 -5.979571 -0.4 -0.2 -0.3
C -8.529298 0.022824 -2.814196 0.1 -0.1 0.2
C -3.173956 3.277646 0.452320 -0.3 0.0 0.0
C -9.097481 -2.803951 -4.894514 -0.4 0.1 0.2
C 5.816737 -3.111355 4.277027 -0.6 0.4 1.7
C 4.502213 2.981836 0.987553 -0.4 0.8 0.2
C 2.356783 -0.254088 3.009593 -0.5 0.7 0.9
C 6.390570 1.493701 -1.900428 0.5 0.2 0.3
C 2.042813 -2.846328 -0.686314 0.7 -0.9 0.5
C -4.285297 -2.756847 -4.089606 0.1 0.2 0.3
C 7.276671 4.644801 3.938418 -0.3 -0.6 0.2
C 2.804831 -3.938800 2.029604 0.5 -0.6 -0.5
C 4.049367 0.347609 0.743586 -0.1 0.0 -1.6
C 1.142563 0.696905 3.106403 -0.1 0.1 -0.3
C 2.657955 -2.516929 2.570689 0.2 -0.6 0.7
C 4.145062 -4.424415 1.434336 -0.3 -0.2 0.2
C -5.995360 0.898253 0.288983 0.2 0.1 -0.5
C 5.399329 -3.932127 2.132417 0.5 -1.1 -0.4
C 5.125208 0.105252 -0.343516 1.0 -0.3 0.0
C 5.028033 5.846170 3.454325 0.6 0.1 0.0
C -2.180734 1.298846 -0.608909 0.4 -0.2 0.0
C 0.510309 -0.464366 -2.404407 -0.4 -0.4 0.7
C -2.057198 -1.196830 1.901311 0.0 0.1 0.2
C 1.459761 0.377772 -1.518589 -0.6 0.2 -1.4
C -4.016499 -1.508326 0.581792 -0.3 0.2 -0.2
C 4.805262 5.189957 2.095236 -0.5 -0.3 0.2
C 1.561087 -0.030422 -0.030680 -0.3 -0.1 0.2
H -2.243364 3.779206 0.178641 0.0 -0.1 0.0
H 1.188837 -2.787358 -0.017874 -0.1 0.2 -0.2
H 4.234588 -4.288858 0.356342 0.1 0.3 0.0
H 3.166660 1.970526 -0.362744 0.2 -0.4 -0.2
H -9.032419 -2.249317 -5.832093 0.0 0.1 0.1
H 5.604385 -0.864264 -0.134991 -0.1 -0.1 -0.1
H 1.996613 -4.300265 1.398596 -0.1 0.4 -0.1
H 3.439437 -1.469542 -1.348067 0.3 0.5 0.2
H 0.669626 0.663587 4.087553 0.2 -0.1 0.1
H 4.785070 -1.021262 2.082181 -0.5 -0.1 0.2
H -5.408563 0.982534 -0.631293 0.1 -0.1 0.0
H -1.354645 -0.470151 2.311344 -0.1 0.0 0.1
H 3.643964 1.501714 3.271591 0.3 0.1 -0.6
H -6.942722 -4.738301 -5.253328 0.0 0.0 0.0
H 1.838596 -2.653244 3.279238 0.0 0.3 0.0
H -1.482232 -1.885759 1.269999 -0.1 0.0 -0.1
H 2.281224 -0.763473 3.966298 -0.2 -0.7 -0.4
H 0.949277 1.343766 -1.554003 0.2 0.1 0.4
H 1.071375 -1.126271 -3.083445 0.2 0.1 0.0
H -2.477430 -1.761082 2.742858 0.1 0.0 0.0
H 1.364193 1.748757 2.916870 0.0 0.0 -0.2
H -7.382781 -0.042163 -5.923901 0.1 0.0 0.0
H -6.883859 1.513968 0.135223 0.1 0.2 0.2
H -8.818541 -0.723293 -2.071504 0.0 0.0 0.0
H -9.443773 0.524423 -3.140239 0.0 0.0 -0.1
H 5.571217 6.779052 3.276705 -0.1 0.1 0.1
H 5.760672 4.960615 1.620257 0.1 0.2 0.1
H 2.437574 -3.852074 -0.536846 -0.1 0.0 -0.1
H 4.086402 6.107953 3.940392 -0.1 0.0 -0.1
H 6.019910 5.656621 5.324924 -0.2 -0.1 0.1
H 2.707279 1.931584 1.285091 -0.1 -0.2 -0.1
H -6.343406 -0.131887 0.386541 0.0 0.0 -0.1
H -4.592827 -2.254985 -6.470905 0.0 -0.1 0.2
H -9.582593 -3.757577 -5.113752 0.2 -0.1 0.1
H -2.767142 0.691796 -1.299940 0.1 -0.1 0.1
H -4.258270 -2.766876 -2.999259 -0.1 0.1 0.0
H -1.030146 -0.162925 -3.696518 0.0 0.2 -0.2
H 4.299144 3.424512 3.121688 -0.5 -0.2 0.1
H -9.757240 -2.271533 -4.215066 0.0 0.1 -0.1
H 4.089993 -2.321561 0.005063 -0.2 -0.4 -0.1
H -4.764621 -1.813897 1.326302 0.0 -0.1 0.0
H -5.260757 -0.668451 -6.136369 0.0 0.0 0.0
H 2.695457 -4.579612 2.906917 -0.1 0.4 0.3
H -6.994772 1.919987 2.505072 0.0 0.0 0.0
H 4.510059 3.670844 0.139492 0.1 -0.2 -0.2
H 2.940702 4.038419 2.087186 -0.1 0.0 0.3
H 0.383244 0.325898 2.424999 0.0 0.3 -0.1
H -4.265319 -3.799833 -4.433216 0.1 0.0 -0.1
H -6.009416 3.253236 1.862438 -0.1 0.0 0.0
H 5.715710 -2.918997 1.855350 -0.3 0.2 0.2
H 7.548766 3.679700 4.375436 0.2 0.1 0.0
H 0.020849 1.130838 -3.596959 -0.1 -0.1 -0.3
H -3.445971 3.645281 1.441938 -0.1 0.0 0.0
H -3.367624 -2.264025 -4.428548 0.0 0.0 0.0
H 4.684264 0.035631 -1.329046 -0.6 -0.1 0.3
H -4.528843 -1.136175 -0.305667 -0.1 0.0 0.1
H 3.530354 -2.383474 3.234585 0.0 0.1 -0.1
H 5.478210 1.889305 -2.341537 -0.1 -0.1 0.0
H -0.075546 -1.127778 -1.761945 0.0 -0.1 0.0
H 5.982059 1.587636 3.347321 -0.4 -0.1 -0.2
H 4.146708 -5.510767 1.552198 0.0 0.0 0.0
H 0.757993 -0.739796 0.166204 0.1 -0.2 -0.2
H 7.136230 2.289145 -1.916120 0.0 0.1 -0.1
H 5.333972 4.149313 4.798967 0.0 0.0 -0.1
H 6.677474 -2.579009 3.829909 -0.1 -0.3 -0.3
H 6.804366 0.668937 -2.492060 -0.3 0.0 -0.2
H -1.354902 0.701016 -0.227220 -0.1 -0.1 -0.1
H 2.857373 -0.109957 -2.853054 -0.2 -0.2 0.0
H 6.214976 -4.591209 1.823407 0.1 0.2 -0.1
H -1.730815 2.101635 -1.196616 -0.2 0.2 0.2
H 7.328838 4.517799 2.857362 0.0 0.1 0.0
H -6.554222 0.903426 -4.657384 0.0 0.1 -0.1
H -3.478723 -2.400973 0.251470 0.1 0.0 0.1
H -6.325883 -2.042545 -6.514546 -0.1 0.1 0.1
H 1.212972 0.825114 0.541398 0.4 0.1 0.1
H 4.303850 5.884275 1.418007 0.0 0.0 0.0
H -3.954732 3.586379 -0.250573 0.0 0.0 0.0
H -7.883574 0.756291 -2.316379 0.0 0.0 0.1
H -8.189599 -5.086816 -4.040217 0.0 0.1 0.0
H -6.595893 -4.587686 -3.525011 0.1 0.0 -0.1
H 1.750285 -2.835707 -1.730845 -0.2 0.4 0.0
H 4.243605 0.100995 4.101012 -0.2 -0.2 0.1
H -5.481708 2.347240 3.285122 0.1 -0.1 0.0
H 5.546351 2.763041 1.168530 0.0 -0.4 -0.2
H -8.274728 1.142683 -5.023831 0.0 0.0 0.2
H 7.050987 0.706661 -0.192480 0.0 0.2 0.3
H 8.037594 5.357148 4.247377 0.0 0.1 -0.1
```
Forces are in eV/Å.

Calculated values
Lowest unoccupied orbital energy in eV: -2.84
Orbital gap in Eh: 0.2387
Total charge: +1